This record from OMol25 describes BrH8O4Zn as an isolated structure. The level of theory is the ωB97M-V functional and the def2-TZVPD basis.

Cartesian coordinates (Å):
Zn  0.313  -0.607  0.654
Br  4.300  -1.416  1.493
O  -2.766  0.309  -0.472
H  -3.461  -0.209  -0.878
H  -2.853  1.177  -0.865
O  1.396  1.569  -1.467
H  1.989  2.264  -1.180
H  1.529  1.516  -2.413
O  -0.033  -3.065  -1.483
H  0.247  -3.035  -2.398
H  -0.139  -3.997  -1.294
O  -0.147  1.589  3.129
H  0.534  1.811  3.764
H  -0.910  2.093  3.410

The energy above the lowest of the compared OMol25 structures with the same formula, charge and spin is 6.5891 eV. The electronic energy comes out at -4658.6855 a.u. Its HOMO energy is -13.1 eV. Its net charge is +1.